# 1
A 8-piece molecular cluster, C54H96BN9O10PS overall at a distorted geometry. Source: the Open Molecules 2025 dataset; level of theory: wB97M-V/def2-TZVPD.

```
! RIJCOSX wB97M-V def2-TZVPD def2/J DEFGRID3
* xyz -1 1
C 3.91 1.04 0.64
C 2.94 -0.05 0.21
C 1.67 -0.08 1.04
C 1.95 -0.50 2.49
C 1.23 -1.79 2.91
C 2.13 -3.01 2.90
C 1.56 -4.25 2.25
C 0.19 -4.72 2.74
C -0.20 -4.38 4.18
C -1.61 -3.81 4.40
C -1.73 -2.36 4.88
C -2.51 -1.43 3.98
C -3.06 -0.24 4.78
C -2.12 0.97 4.75
S -2.87 2.43 4.01
C -3.23 1.98 2.39
N -4.32 2.31 1.83
N -4.24 1.85 0.51
C -3.12 1.27 0.42
O -2.41 1.31 1.57
O 2.49 -5.28 2.43
B 3.46 -5.31 1.30
C 3.47 -6.91 0.85
C 4.61 -7.47 0.14
O 5.37 -8.31 0.55
O 4.76 -6.96 -1.16
C 6.02 -6.57 -1.52
C 6.08 -5.19 -2.02
O 6.98 -7.30 -1.48
P 5.29 -4.64 1.80
C 5.39 -2.98 1.01
O 5.27 -4.27 3.44
O 2.88 -4.34 0.34
C 1.54 -4.05 0.71
C 0.63 -5.02 -0.03
O -0.64 -4.47 -0.48
C -1.70 -5.11 0.13
O -2.83 -5.11 -0.73
C -4.02 -5.40 -0.04
C -4.97 -4.26 -0.16
O -4.67 -3.31 0.87
H 4.39 1.45 -0.23
H 3.36 1.82 1.12
H 4.66 0.66 1.31
H 2.66 0.11 -0.81
H 3.42 -1.02 0.24
H 1.21 0.89 1.04
H 1.01 -0.80 0.59
H 3.02 -0.61 2.62
H 1.61 0.28 3.15
H 0.90 -1.62 3.93
H 0.33 -1.94 2.33
H 3.07 -2.77 2.45
H 2.36 -3.29 3.91
H -0.58 -4.41 2.06
H 0.25 -5.78 2.66
H -0.20 -5.31 4.72
H 0.54 -3.76 4.65
H -2.08 -4.43 5.14
H -2.21 -3.91 3.50
H -0.77 -1.96 5.14
H -2.30 -2.38 5.80
H -1.91 -1.01 3.19
H -3.33 -1.95 3.51
H -4.00 0.07 4.37
H -3.22 -0.55 5.80
H -1.17 0.71 4.32
H -1.93 1.33 5.75
H -2.70 0.80 -0.44
H 3.42 -7.48 1.76
H 2.57 -7.12 0.30
H 6.65 -5.23 -2.93
H 5.12 -4.77 -2.25
H 6.64 -4.58 -1.33
H 5.06 -3.09 0.00
H 6.42 -2.67 1.02
H 4.75 -2.24 1.48
H 6.16 -4.45 3.73
H 1.37 -3.03 0.41
H 0.45 -5.90 0.57
H 1.18 -5.35 -0.89
H -1.45 -6.14 0.36
H -1.99 -4.58 1.03
H -3.84 -5.59 1.00
H -4.45 -6.30 -0.46
H -5.99 -4.62 -0.08
H -4.79 -3.79 -1.11
H -5.48 -2.86 1.10
C 1.77 4.42 0.22
C 2.45 5.44 1.12
C 3.76 5.98 0.53
C 4.73 4.91 0.31
N 5.44 4.03 0.13
H 2.39 3.54 0.07
H 0.83 4.09 0.67
H 1.54 4.85 -0.76
H 2.66 4.98 2.09
H 1.78 6.28 1.30
H 4.21 6.72 1.20
H 3.58 6.48 -0.42
C 5.33 -3.85 -5.72
C 4.88 -2.45 -6.09
C 5.14 -1.46 -4.95
C 4.42 -1.87 -3.74
N 3.85 -2.19 -2.80
H 4.78 -4.22 -4.86
H 5.17 -4.55 -6.54
H 6.40 -3.86 -5.47
H 3.81 -2.47 -6.33
H 5.40 -2.10 -6.98
H 4.81 -0.46 -5.22
H 6.20 -1.42 -4.72
C -8.41 6.11 0.26
C -7.35 5.04 0.03
C -6.48 4.77 1.26
C -5.77 5.98 1.67
N -5.23 6.94 1.99
H -7.96 7.07 0.50
H -9.02 6.24 -0.63
H -9.07 5.83 1.09
H -6.71 5.34 -0.80
H -7.83 4.11 -0.26
H -5.75 3.99 1.06
H -7.10 4.43 2.10
C -12.46 8.26 -1.80
C -11.46 9.15 -1.07
C -10.31 9.63 -1.98
C -9.55 8.50 -2.50
N -8.96 7.60 -2.91
H -11.98 7.34 -2.16
H -13.27 7.97 -1.13
H -12.90 8.77 -2.66
H -11.04 8.61 -0.22
H -11.97 10.03 -0.68
H -9.63 10.27 -1.43
H -10.70 10.20 -2.82
C -1.86 -2.31 -5.50
C -1.85 -3.18 -4.25
C -2.49 -2.49 -3.05
C -1.80 -1.27 -2.69
N -1.24 -0.30 -2.41
H -1.28 -1.40 -5.35
H -1.42 -2.84 -6.34
H -2.88 -2.02 -5.78
H -0.83 -3.46 -4.00
H -2.39 -4.11 -4.45
H -2.48 -3.16 -2.18
H -3.53 -2.24 -3.27
C 5.03 3.07 5.62
C 4.28 4.38 5.40
C 2.77 4.18 5.25
C 2.46 3.33 4.11
N 2.22 2.67 3.21
H 4.91 2.40 4.77
H 6.09 3.25 5.74
H 4.67 2.56 6.51
H 4.67 4.87 4.50
H 4.46 5.05 6.24
H 2.26 5.14 5.11
H 2.35 3.72 6.15
C 3.75 4.07 -8.21
C 3.02 2.97 -7.45
C 3.84 2.40 -6.29
C 5.09 1.81 -6.76
N 6.07 1.34 -7.14
H 4.66 3.70 -8.67
H 3.12 4.47 -9.01
H 4.01 4.90 -7.55
H 2.76 2.17 -8.14
H 2.08 3.36 -7.05
H 3.28 1.63 -5.76
H 4.09 3.19 -5.57
*
```

Computed properties:
Orbital gap: 5.31 eV
Calculated total energy: -112241.89262 eV
HOMO level: -3.662 eV

=====

# 2
A 3-piece molecular cluster, C17H18IN2O8S2 overall at a distorted geometry. Source: the Open Molecules 2025 dataset; level of theory: wB97M-V/def2-TZVPD.

```
! RIJCOSX wB97M-V def2-TZVPD def2/J DEFGRID3
* xyz 1 1
C 0.86 -1.12 4.82
C 0.61 -0.62 3.62
N -0.10 -0.03 2.44
C -1.50 -0.43 2.19
N -1.90 0.36 1.02
C -3.26 0.35 0.36
C -4.20 1.34 0.86
C -0.80 1.21 0.53
I -0.98 2.54 -1.20
C 0.42 0.97 1.50
C 1.85 1.67 1.43
C 3.16 0.87 1.78
C 4.57 1.60 1.70
C 4.58 3.13 1.26
C 3.28 3.95 0.90
C 1.87 3.21 0.99
H 0.98 -1.34 5.96
H -2.18 -1.16 2.77
H -3.51 -0.39 -0.49
H -3.77 2.41 1.07
H -5.32 1.14 1.05
H 3.15 -0.24 2.08
H 5.58 1.08 1.95
H 5.60 3.65 1.23
H 3.29 5.06 0.58
H 0.94 3.81 0.71
C -2.94 -3.95 1.60
C -3.29 -4.92 0.47
O -4.67 -4.69 0.19
S -5.01 -3.13 0.46
O -4.96 -2.43 -0.80
O -6.13 -3.06 1.35
O -3.67 -2.76 1.30
H -3.29 -4.33 2.56
H -1.87 -3.75 1.65
H -3.12 -5.96 0.75
H -2.71 -4.69 -0.43
C 1.71 1.14 -3.84
C 3.20 1.48 -3.74
O 3.84 0.60 -4.66
S 2.83 0.33 -5.91
O 3.19 1.21 -6.98
O 2.70 -1.09 -6.09
O 1.47 0.89 -5.22
H 1.47 0.23 -3.28
H 1.08 1.96 -3.49
H 3.59 1.33 -2.73
H 3.39 2.50 -4.05
*
```

Computed properties:
Orbital gap: 7.63 eV
Calculated total energy: -67030.21913 eV
HOMO level: -11.808 eV

=====

# 3
A 2-piece molecular cluster, C5H8O overall. Source: the Open Molecules 2025 dataset; level of theory: wB97M-V/def2-TZVPD.

```
! RIJCOSX wB97M-V def2-TZVPD def2/J DEFGRID3
* xyz 0 1
O -1.82 0.14 -0.58
C -1.05 0.88 -1.17
C 0.41 0.94 -1.01
C 1.24 0.16 -0.29
C 1.05 -1.08 0.48
C 0.01 -1.92 0.44
H -1.37 1.25 1.69
H -1.45 1.61 -1.90
H -1.20 1.78 2.19
H 0.86 1.80 -1.51
H 2.28 0.51 -0.28
H 1.89 -1.34 1.12
H -0.88 -1.71 -0.15
H 0.02 -2.84 1.02
*
```

Computed properties:
Orbital gap: 8.93 eV
Structure (SMILES): C=C/C=C\C=O.[H][H]
Relative energy (zero: lowest compared OMol25 entry of this formula, charge and spin): 62.9 kcal/mol
Calculated total energy: -7359.52891 eV
HOMO level: -9.340 eV